A molecular structure, C8H18O5Zn in a non-equilibrium geometry, computed with ωB97M-V with the def2-TZVPD basis set.

Properties
Molecular weight (g/mol): 259.6
Multiplicity: 2
HOMO level (spin up / spin down) (Eh): -0.44597 / -0.43979
Charge: +1
Maximum force (eV/Å): 4.80
Kohn-Sham gap (spin up / spin down) (hartree): 0.31693 / 0.19981

Structure (XYZ):
```
32
Properties=species:S:1:pos:R:3:forces:R:3
C 0.643 -2.971 -1.448 0.39 -0.58 -0.29
H 1.989 0.332 -0.535 4.11 0.93 -2.29
C -2.658 0.894 0.056 -0.41 0.74 0.21
O -1.614 0.712 -0.884 -0.27 0.07 -0.15
C -2.603 -0.229 1.078 -0.15 -0.56 0.03
H -3.127 -1.136 0.687 0.17 0.08 0.05
C 2.275 0.895 1.037 -1.81 -1.54 1.59
H 2.503 0.627 2.076 -0.02 1.20 0.09
H -0.632 1.484 -2.506 -0.33 -0.02 0.13
H -3.145 0.015 2.007 0.14 -0.03 -0.16
H -1.361 2.701 -1.413 -0.01 -0.24 -0.09
Zn -0.196 -0.527 -0.381 0.80 -1.87 -0.14
H -3.627 0.921 -0.460 0.20 -0.05 0.13
C 0.262 2.072 1.675 -0.83 0.54 0.22
O 0.805 1.028 0.899 1.79 -1.38 -0.27
H -2.421 1.742 -2.486 0.29 -0.07 0.05
C 1.809 -2.654 -0.517 0.43 -0.99 1.05
H 3.462 -0.927 0.719 1.67 1.11 -1.22
H 2.754 -3.114 -0.839 -0.21 0.17 -0.14
O -1.331 -0.674 1.339 -0.55 0.04 0.28
O -0.510 -2.294 -1.097 -0.21 1.09 0.59
H 1.652 -2.939 0.535 -0.35 -0.27 -0.28
C -1.504 1.717 -1.884 -0.13 0.71 -0.36
C 2.802 -0.298 0.109 -4.12 0.99 -0.60
H -2.510 1.856 0.574 -0.05 -0.14 -0.20
H 0.937 2.462 2.448 0.09 -0.13 -0.48
H 0.512 -4.071 -1.438 -0.15 0.38 0.08
O 1.929 -1.247 -0.583 -1.56 0.15 0.30
H -0.059 2.864 0.983 0.09 0.03 0.47
H -0.595 1.658 2.216 -0.04 0.18 -0.11
H 0.942 -2.703 -2.484 0.09 -0.12 0.36
H 2.617 1.805 0.515 0.91 -0.42 1.18
```
Forces are in eV/Å.

These are the natural (NBO) partial charges, in e, on atoms 1 to 2: number 1, C, carries -0.07; number 2, H, carries 0.27

---

A molecular structure, C8H19AlClI2O2P in a non-equilibrium geometry, computed with ωB97M-V with the def2-TZVPD basis set.

Properties
Molecular weight (g/mol): 494.5
Multiplicity: 1
HOMO level (Eh): -0.57529
Charge: +2
Maximum force (eV/Å): 4.30
Kohn-Sham gap (hartree): 0.23187

Structure (XYZ):
```
34
Properties=species:S:1:pos:R:3:forces:R:3
H 0.552 -2.501 -2.717 0.33 0.27 -0.04
H 0.708 2.083 -3.389 0.13 0.00 -0.01
I -2.253 -1.146 -0.114 -0.38 1.69 -0.11
H 2.240 1.327 -2.882 -0.01 0.07 -0.22
I -2.589 1.738 -0.327 2.81 -1.10 0.18
C 2.305 -0.412 3.432 -0.45 0.06 -0.04
C -1.562 0.492 3.062 -0.94 -0.30 0.24
H 0.434 -1.427 3.033 -0.22 -0.24 0.00
H -1.680 -0.570 2.755 0.09 0.76 0.30
H 3.025 0.184 2.870 0.03 0.08 0.32
H 1.471 -1.597 -3.971 -0.22 0.12 0.49
C 1.196 -0.878 2.499 0.69 -0.64 0.18
H -0.923 -0.210 -4.512 0.42 0.02 0.55
C -1.169 -0.202 -3.437 -1.20 0.03 0.66
C -5.103 0.787 -0.488 -3.84 -1.92 -0.35
H 1.885 0.123 4.295 0.35 0.00 -0.33
H -2.360 1.088 2.615 -0.07 -0.34 0.00
Cl 3.038 0.526 -0.059 -0.36 -0.20 -0.20
C 1.278 1.151 -3.370 -0.04 0.31 0.83
H 0.318 1.264 3.594 0.65 -0.28 -0.56
C -0.233 1.073 2.672 -0.48 0.23 0.77
H -1.709 0.561 4.148 0.09 -0.16 -0.29
H 2.127 -1.732 -2.305 -0.24 -0.10 -0.34
H 2.815 -1.293 3.850 -0.19 0.17 -0.31
H 1.632 -1.524 1.721 -0.18 -0.04 0.06
P 0.332 -0.100 -2.408 1.10 -0.16 -2.36
H -1.749 -1.102 -3.204 0.21 0.16 -0.06
O 0.486 0.191 1.765 1.23 -0.32 -1.01
H -1.824 0.655 -3.246 0.14 -0.08 -0.08
H -0.301 2.005 2.165 -0.20 0.74 -0.50
H 1.427 0.800 -4.396 -0.09 -0.10 0.27
Al 1.009 0.125 -0.092 -0.95 0.73 1.15
O -6.028 0.149 -0.661 1.59 1.05 0.24
C 1.203 -1.628 -2.899 0.18 -0.51 0.54
```
Forces are in eV/Å.

These are the natural (NBO) partial charges, in e, on atoms 1 to 2: number 1, H, carries 0.27; number 2, H, carries 0.26

---

2 unconnected molecules or ions with the total composition C8H19BrOSi in a non-equilibrium geometry, computed with ωB97M-V with the def2-TZVPD basis set.

Properties
Molecular weight (g/mol): 239.2
Multiplicity: 1
HOMO level (spin up / spin down) (Eh): -0.26968 / -0.26958
Charge: 0
Maximum force (eV/Å): 5.68
Kohn-Sham gap (spin up / spin down) (hartree): 0.21408 / 0.21393

Structure (XYZ):
```
30
Properties=species:S:1:pos:R:3:forces:R:3
C -2.169 -2.508 -1.729 2.96 1.18 0.78
H 0.318 -2.686 -2.909 -0.19 -0.76 -0.61
H 2.785 4.503 0.834 -0.35 0.14 0.41
H 2.522 3.462 -1.329 -0.18 -0.32 -0.69
H 3.730 2.999 0.677 -0.07 0.30 0.63
C 2.723 3.423 0.819 -0.16 -2.72 -1.90
H -2.938 -1.911 -1.513 -3.99 1.73 0.46
H 2.201 2.850 1.615 0.47 1.01 -0.03
Si -0.765 -0.116 -0.562 0.32 1.26 1.19
H 1.132 -1.591 -1.968 0.79 0.10 0.57
H 0.913 3.268 -0.412 1.58 -0.04 -0.68
C 2.023 2.886 -0.546 -2.45 1.52 2.38
H -2.035 -3.113 -0.869 0.32 -0.97 0.61
Br -2.171 1.542 -0.983 0.37 -0.20 0.25
H 1.435 0.452 1.353 -2.47 -0.18 2.36
H -1.281 -0.908 -2.832 0.91 -0.45 1.69
C -0.499 -0.612 1.265 -0.08 -2.26 0.63
O 1.963 1.536 -0.660 -0.32 -1.13 -0.16
H -1.907 -1.487 2.786 0.22 -1.08 1.20
C 0.479 0.177 2.115 3.82 -0.92 -4.10
H -2.123 0.278 2.435 0.26 -1.14 -0.01
H -2.579 -0.908 1.337 -2.98 -1.01 -2.15
H -0.060 -1.695 1.123 -0.74 1.76 0.10
C -1.012 -1.426 -1.824 -0.41 -1.36 -2.51
C 0.281 -2.249 -1.935 -0.01 1.73 -1.25
H 0.317 -2.998 -1.192 0.34 -0.70 0.89
H -2.301 -3.050 -2.628 0.09 -0.49 -0.83
H 0.029 0.990 2.538 -1.06 2.63 0.57
C -1.883 -0.753 2.046 2.71 3.39 -0.37
H 0.870 -0.356 2.947 0.30 -1.01 0.56
```
Forces are in eV/Å.

These are the natural (NBO) partial charges, in e, on atoms 1 to 2: number 1, C, carries -0.57; number 2, H, carries 0.22

---

A molecular structure, C8H19CoNO5 in a non-equilibrium geometry, computed with ωB97M-V with the def2-TZVPD basis set.

Properties
Molecular weight (g/mol): 268.2
Multiplicity: 5
HOMO level (spin up / spin down) (Eh): -0.16652 / -0.13502
Charge: -1
Maximum force (eV/Å): 3.44
Kohn-Sham gap (spin up / spin down) (hartree): 0.27476 / 0.22457

Structure (XYZ):
```
34
Properties=species:S:1:pos:R:3:forces:R:3
H -0.535 -1.214 3.229 -0.37 -0.08 -0.34
C 0.203 1.578 2.487 -0.92 -0.06 -1.43
O -1.545 -1.839 -0.998 2.16 2.54 -0.79
C 2.391 -2.566 -1.863 -1.70 0.75 -0.65
H -1.037 0.385 1.178 -0.06 -0.50 0.11
O 1.236 -2.670 -1.023 0.91 2.69 -0.87
C -2.189 0.494 -1.903 0.88 0.21 -1.66
H 0.960 1.192 0.258 -0.19 0.55 -1.09
C -2.547 -0.876 -1.250 0.09 -0.47 1.52
H -0.437 1.651 3.366 -0.21 -0.23 0.09
H 0.409 -1.868 1.829 -0.46 0.08 -0.20
H 3.246 -3.160 -1.539 0.71 0.61 1.06
H 3.402 -1.240 -3.249 0.10 -0.04 -0.51
H -2.908 1.283 -1.682 -0.47 0.00 0.87
C 2.762 -1.062 -2.385 0.08 -1.24 0.33
C 0.206 -1.001 2.459 -0.25 0.58 0.42
H -2.340 0.422 -2.980 -0.12 -0.52 -0.58
H -1.619 3.990 1.127 0.77 0.16 -0.35
H -3.004 -0.644 -0.288 -0.06 0.44 0.85
H -3.380 -1.430 -1.683 -0.27 0.42 -1.14
C -0.053 0.288 1.638 0.12 -0.52 1.23
N 0.939 0.227 0.558 -0.20 1.47 0.23
H 1.238 1.542 2.826 0.15 0.51 -0.18
H -1.964 2.772 2.241 -0.26 -0.15 0.56
O -0.043 2.764 1.666 3.16 -0.92 1.01
H -1.771 2.303 0.613 0.36 -0.01 -0.53
H 3.444 -0.627 -1.655 0.10 0.29 0.57
C -1.342 2.963 1.367 -3.17 -0.13 0.23
H 2.210 -3.172 -2.751 -0.67 0.17 -0.80
H 1.807 0.230 1.076 0.78 -1.02 -0.36
O -0.872 1.027 -1.780 0.29 -2.62 1.70
Co 0.301 -0.708 -1.240 -0.69 -1.17 -1.51
O 1.718 -0.167 -2.695 -1.01 -2.04 2.23
H 1.115 -0.868 3.046 0.39 0.25 -0.02
```
Forces are in eV/Å.

These are the natural (NBO) partial charges, in e, on atoms 1 to 2: number 1, H, carries 0.21; number 2, C, carries -0.07

---

A molecular structure, C8H19I2LuO3P2 in a non-equilibrium geometry, computed with ωB97M-V with the def2-TZVPD basis set.

Properties
Molecular weight (g/mol): 654.0
Multiplicity: 1
HOMO level (Eh): -0.56475
Charge: +2
Maximum force (eV/Å): 7.43
Kohn-Sham gap (hartree): 0.22260

Structure (XYZ):
```
35
Properties=species:S:1:pos:R:3:forces:R:3
H -1.147 3.531 2.950 -0.28 0.03 -0.02
H 0.231 -3.710 -3.513 0.20 0.08 0.74
P 0.099 -1.663 -2.266 -0.20 -0.05 -1.44
O -1.432 -0.928 2.453 -1.45 -1.40 -1.43
O -2.426 -1.927 0.709 0.25 0.42 0.91
C -2.390 -1.666 1.984 1.42 0.70 -0.24
Lu -0.701 -0.746 0.302 -0.40 2.76 0.40
H 1.739 1.097 3.428 -0.06 -0.01 0.36
I 2.665 1.165 -0.227 -1.08 0.26 -1.35
H 1.233 0.153 -3.317 0.16 -0.16 -0.25
H -1.499 -0.298 -3.397 -0.17 -0.36 -0.23
H -0.352 -3.993 -1.829 0.18 -0.04 -0.21
H 1.458 -1.367 -4.273 -0.05 0.17 0.42
H 2.261 3.326 1.578 -0.13 0.13 0.19
C 0.372 -3.441 -2.442 -0.26 -0.25 -0.18
H -2.091 2.036 2.671 0.16 0.11 -0.07
H 1.384 -3.671 -2.117 0.05 -0.27 -0.08
C 0.731 1.516 3.492 0.12 -0.72 -0.41
H -3.161 -2.097 2.619 -0.04 0.09 0.20
P 0.221 1.952 1.796 -1.00 0.30 2.09
H 0.029 0.756 3.846 0.25 0.06 0.22
C 0.962 -2.307 0.448 4.94 -5.00 2.42
O 1.757 -3.115 0.713 -3.73 3.84 -1.65
H -2.244 -1.873 -2.963 0.13 0.09 -0.12
H -1.802 3.171 1.319 -0.15 0.13 0.27
H 0.980 4.198 2.477 -0.07 -0.33 -0.09
H 0.876 3.983 0.702 0.21 0.38 0.41
H 2.413 -1.050 -2.774 -0.13 -0.05 -0.17
C -1.378 2.744 2.234 -0.07 -0.21 -0.57
H -1.138 -1.770 -4.370 0.00 0.09 0.21
C 1.191 3.522 1.641 0.04 -0.21 -0.84
I 0.344 2.394 -1.391 1.29 -1.18 -0.30
C -1.346 -1.389 -3.363 -0.06 0.49 0.46
C 1.444 -0.920 -3.265 -0.06 0.13 0.39
H 0.718 2.387 4.145 0.01 -0.05 -0.02
```
Forces are in eV/Å.

These are the natural (NBO) partial charges, in e, on atoms 1 to 2: number 1, H, carries 0.25; number 2, H, carries 0.28

---

A molecular structure, C8H19MnN3O7P2SSe in a non-equilibrium geometry, computed with ωB97M-V with the def2-TZVPD basis set.

Properties
Molecular weight (g/mol): 497.2
Multiplicity: 6
HOMO level (spin up / spin down) (Eh): -0.27728 / -0.27935
Charge: 0
Maximum force (eV/Å): 2.36
Kohn-Sham gap (spin up / spin down) (hartree): 0.28287 / 0.28460

Structure (XYZ):
```
42
Properties=species:S:1:pos:R:3:forces:R:3
H -3.102 0.537 3.023 -0.26 0.12 0.06
O 0.193 -2.026 -0.631 1.26 -0.78 -0.93
H 0.254 3.614 2.028 0.15 0.33 -0.34
P 0.998 -3.089 -1.442 -1.87 0.87 1.15
H -0.951 -3.904 -2.121 0.32 0.14 0.16
C -0.787 3.911 1.917 -0.26 0.12 0.12
H 0.506 -1.352 -3.528 1.12 0.06 0.42
H 3.665 -2.794 -4.053 -0.29 -0.04 0.07
O 1.806 -4.050 -0.635 0.23 0.01 -0.29
C -1.059 4.845 0.709 0.82 -1.04 0.74
H -4.525 1.177 0.318 0.33 -0.19 -0.58
C -4.362 1.331 1.369 -0.91 -0.65 0.75
O 3.947 -2.712 -0.592 -0.41 -1.07 0.19
S 0.128 1.577 0.082 0.07 0.54 0.03
C -3.275 0.416 1.953 0.42 -1.09 -0.73
H -2.426 2.697 2.342 -0.85 -0.30 0.51
P 3.377 -1.570 -1.450 0.38 1.09 -0.91
H 2.004 -3.168 -4.570 0.22 -0.04 0.45
O 4.634 -1.109 -2.327 -0.68 1.24 0.75
H 2.802 -4.171 -3.325 0.03 0.18 -0.07
O 1.444 -1.117 -3.324 -0.29 -0.40 0.59
C 2.100 -2.220 -2.655 -0.66 0.38 0.43
N -1.961 0.502 1.284 0.10 -0.42 -1.06
H -2.095 4.914 0.449 -0.69 -0.13 -0.02
H -1.643 -0.284 0.690 -0.57 0.73 0.62
H -5.348 1.049 1.818 0.84 0.37 -0.03
H 4.650 -0.153 -2.077 0.57 -0.58 -0.70
H -0.701 5.847 0.887 0.26 0.27 0.20
C 0.571 -0.818 3.639 1.12 0.11 -2.02
H -1.054 4.374 2.855 -0.11 0.36 0.26
N 0.858 -1.080 2.508 -0.75 0.53 1.92
Mn 1.210 -0.557 0.528 -0.43 -0.56 0.34
C -1.205 1.596 1.155 -0.63 -0.14 1.01
H -0.508 4.412 -0.109 0.04 0.10 -0.60
Se 0.361 -0.224 5.314 -0.25 -0.36 -0.49
N -1.536 2.654 1.921 1.25 0.11 -1.56
O -0.033 -3.823 -2.417 -0.13 -0.08 -0.37
C 2.686 -3.149 -3.704 0.38 -0.52 -0.27
O 2.884 -0.356 -0.679 0.00 -0.95 -0.24
H -3.550 -0.656 1.773 -0.03 0.99 0.43
H -4.206 2.396 1.508 0.02 0.07 0.18
H 3.250 -3.467 -0.434 0.13 0.59 -0.16
```
Forces are in eV/Å.

These are the natural (NBO) partial charges, in e, on atoms 1 to 2: number 1, H, carries 0.22; number 2, O, carries -1.22

---

A single C8H19N molecule, computed with ωB97M-V with the def2-TZVPD basis set.

Properties
Molecular weight (g/mol): 129.2
Multiplicity: 1
HOMO level (Eh): -0.31433
SMILES: CNC(C)(C)C(C)(C)C
Charge: 0
Maximum force (eV/Å): 0.55
Kohn-Sham gap (hartree): 0.34707

Structure (XYZ):
```
28
Properties=species:S:1:pos:R:3:forces:R:3
N 1.380 -0.194 0.936 0.53 0.07 -0.14
C 0.616 -0.121 -0.317 0.03 -0.04 -0.26
C -1.388 1.173 -1.282 0.09 -0.11 0.18
H -0.841 2.075 -1.540 0.06 0.11 -0.09
H -1.386 0.502 -2.138 -0.01 -0.06 -0.17
H 2.362 -0.057 0.728 -0.11 0.03 -0.01
C -0.699 1.545 1.075 -0.08 -0.18 -0.15
H 1.574 -2.299 1.342 -0.08 0.02 0.04
H 2.437 0.407 -1.355 0.08 -0.06 0.00
H -2.420 1.457 -1.086 -0.11 0.03 0.00
H 0.238 -1.457 2.150 0.01 -0.06 0.10
H 1.893 -1.173 2.671 -0.05 -0.08 0.05
H 0.041 2.299 0.825 0.11 0.13 0.04
C 1.431 0.808 -1.230 -0.15 -0.13 0.22
H -2.756 -0.057 0.692 -0.09 0.04 0.02
H 0.023 -2.226 -0.420 -0.06 -0.13 0.02
H -0.406 1.085 2.012 0.02 0.04 0.13
C 1.261 -1.349 1.800 -0.01 -0.11 0.01
C -0.806 0.493 -0.034 -0.14 0.16 0.05
H -1.495 -1.139 1.252 -0.02 -0.12 0.10
H -0.031 -1.377 -1.964 -0.10 -0.04 -0.13
H -1.660 2.038 1.210 -0.15 0.08 -0.02
C -1.836 -0.560 0.401 0.19 0.11 -0.03
H 1.516 1.800 -0.796 0.02 0.17 0.01
C 0.518 -1.480 -1.033 0.03 0.28 0.22
H 0.986 0.886 -2.216 -0.03 0.04 -0.09
H -2.072 -1.240 -0.413 -0.06 -0.13 -0.07
H 1.519 -1.840 -1.269 0.08 -0.04 -0.03
```
Forces are in eV/Å.

These are the natural (NBO) partial charges, in e, on atoms 1 to 2: number 1, N, carries -0.65; number 2, C, carries 0.16

---

Question: What is the molecular weight in the third record?
Answer: 239.2 g/mol

---

Question: What is the formula in the first record?
Answer: C8H18O5Zn